[1]
Here is a cluster of 2 separate species, C9H18Si in total from OMol25. Energies are from the ωB97M-V functional and the def2-TZVPD basis.

Computed properties:
* HOMO-LUMO gap: 7.3 eV
* HOMO energy: -7.85 eV
* energy relative to the best compared isomer or geometry (same formula, charge and spin): 89.01 kcal/mol
* LUMO energy: -0.56 eV

Cartesian coordinates (Å):
C (3.260, 0.656, -1.036)
C (3.329, 1.151, 0.408)
C (2.583, -0.756, -0.832)
C (2.894, 0.053, 1.295)
C (2.405, -0.942, 0.613)
C (-3.486, 0.589, -0.912)
C (-1.303, -0.614, -1.304)
C (-2.527, -0.931, 0.909)
C (-2.126, 0.014, -0.285)
Si (-0.978, 1.458, 0.366)
H (2.737, 1.344, -1.633)
H (4.294, 0.392, -1.351)
H (4.279, 1.517, 0.774)
H (2.668, 1.901, 0.570)
H (1.760, -0.775, -1.484)
H (3.341, -1.518, -1.073)
H (2.984, 0.220, 2.421)
H (2.021, -2.004, 0.803)
H (-4.125, 0.799, -0.052)
H (-3.217, 1.413, -1.563)
H (-3.959, -0.232, -1.415)
H (-1.880, -1.249, -2.012)
H (-0.515, -1.307, -0.894)
H (-0.552, 0.022, -1.977)
H (-1.575, -1.050, 1.560)
H (-3.348, -0.621, 1.486)
H (-2.645, -1.888, 0.503)
H (-0.674, 1.025, 1.633)

---

[2]
Here is an isolated molecule of C9H19B2N3 from OMol25. Energies are from the ωB97M-V functional and the def2-TZVPD basis.

Computed properties:
* HOMO-LUMO gap: 8.4 eV
* HOMO energy: -7.71 eV
* structure (SMILES): CN(C)Bc1ccc(BN(C)C)n1C
* energy relative to the best compared isomer or geometry (same formula, charge and spin): 0.00 kcal/mol
* LUMO energy: 0.74 eV

Cartesian coordinates (Å):
B (2.305, 0.154, 0.346)
B (-2.618, 0.008, -0.985)
C (0.670, -1.730, -0.853)
C (-0.704, -1.723, -1.208)
C (1.109, -0.604, -0.253)
C (-1.180, -0.476, -0.853)
C (-0.281, 1.730, -0.084)
C (4.081, -1.177, -0.600)
C (4.683, 0.788, 0.705)
C (-3.284, -0.059, 1.501)
C (-4.869, 0.531, -0.106)
N (-0.177, 0.258, -0.249)
N (3.640, 0.001, 0.049)
N (-3.512, 0.076, 0.112)
H (2.050, 0.993, 1.281)
H (-2.847, 0.283, -2.033)
H (1.202, -2.677, -0.809)
H (-1.339, -2.445, -1.796)
H (-1.341, 1.854, 0.335)
H (0.437, 2.138, 0.611)
H (-0.098, 2.150, -1.017)
H (5.122, -1.088, -1.042)
H (4.069, -2.082, 0.022)
H (3.313, -1.349, -1.445)
H (5.624, 0.253, 0.783)
H (4.823, 1.760, 0.385)
H (4.401, 0.859, 1.822)
H (-3.034, 0.867, 1.971)
H (-4.160, -0.381, 2.075)
H (-2.387, -0.621, 1.632)
H (-5.599, -0.163, 0.373)
H (-4.981, 1.476, 0.489)
H (-5.117, 0.393, -1.163)

---

[3]
Here is a cluster of 4 separate species, C9H19BN5O2 in total from OMol25. Energies are from the ωB97M-V functional and the def2-TZVPD basis.

Computed properties:
* HOMO-LUMO gap: 6.5 eV
* HOMO energy: -3.79 eV
* net charge: -1
* LUMO energy: 2.68 eV

Cartesian coordinates (Å):
C (5.670, -3.383, -1.541)
C (4.959, -2.046, -1.704)
C (3.640, -2.003, -0.945)
O (2.871, -0.934, -1.410)
N (1.999, -0.424, -0.320)
B (0.837, -1.158, -0.255)
N (0.328, -2.146, -1.256)
O (-0.081, -0.901, 0.843)
H (5.094, -4.188, -2.005)
H (5.775, -3.643, -0.485)
H (6.661, -3.387, -2.000)
H (5.596, -1.246, -1.318)
H (4.756, -1.841, -2.758)
H (3.117, -2.972, -1.066)
H (3.820, -1.868, 0.130)
H (1.020, -2.222, -1.996)
H (0.194, -3.084, -0.896)
H (-0.162, -1.700, 1.366)
C (-2.891, -0.202, 0.086)
C (-3.767, 0.911, 0.404)
N (-4.377, 1.829, 0.736)
H (-1.982, -0.149, 0.691)
H (-3.382, -1.155, 0.269)
H (-2.571, -0.163, -0.954)
C (-4.645, 4.860, -0.674)
C (-5.393, 5.588, -1.691)
N (-5.989, 6.163, -2.489)
H (-3.643, 4.635, -1.037)
H (-4.566, 5.465, 0.228)
H (-5.136, 3.922, -0.424)
C (-1.300, 1.621, 3.430)
C (-1.269, 0.490, 4.349)
N (-1.243, -0.387, 5.093)
H (-2.183, 1.557, 2.795)
H (-1.343, 2.547, 4.002)
H (-0.411, 1.617, 2.800)

---

[4]
Here is a structure of composition C9H19CsNO from OMol25. Energies are from the ωB97M-V functional and the def2-TZVPD basis.

Computed properties:
* HOMO-LUMO gap: 8.4 eV
* HOMO energy: -11.85 eV
* net charge: +1
* energy relative to the best compared isomer or geometry (same formula, charge and spin): 1.78 kcal/mol
* LUMO energy: -3.47 eV

Cartesian coordinates (Å):
Cs (-1.851, 0.885, -4.218)
C (-1.822, 0.044, 1.230)
C (-0.817, 0.904, 0.439)
C (0.295, 1.386, 1.365)
C (1.291, 0.292, 1.718)
C (1.884, -0.318, 0.451)
C (0.855, -0.818, -0.549)
N (-0.184, 0.222, -0.695)
O (-1.161, -0.193, -1.639)
C (1.533, -0.977, -1.906)
C (0.305, -2.186, -0.114)
C (-1.547, 2.129, -0.094)
H (-1.308, -0.750, 1.770)
H (-2.523, -0.468, 0.562)
H (-2.397, 0.658, 1.917)
H (0.841, 2.208, 0.891)
H (-0.160, 1.804, 2.265)
H (0.829, -0.500, 2.312)
H (2.094, 0.713, 2.324)
H (2.569, -1.123, 0.728)
H (2.530, 0.400, -0.069)
H (2.365, -1.673, -1.827)
H (0.839, -1.371, -2.653)
H (1.878, -0.007, -2.271)
H (0.037, -2.204, 0.941)
H (-0.534, -2.524, -0.727)
H (1.074, -2.949, -0.251)
H (-2.395, 1.848, -0.727)
H (-0.885, 2.768, -0.680)
H (-1.961, 2.706, 0.734)
H (-1.676, -0.904, -1.227)

---

[5]
Here is a structure of composition C9H19CsNO5S from OMol25. Energies are from the ωB97M-V functional and the def2-TZVPD basis.

Computed properties:
* HOMO-LUMO gap: 5.4 eV
* HOMO energy: -3.86 eV
* net charge: -1
* energy relative to the best compared isomer or geometry (same formula, charge and spin): 0.00 kcal/mol
* LUMO energy: 1.55 eV

Cartesian coordinates (Å):
Cs (2.969, -2.751, -2.598)
S (1.601, -4.060, 0.401)
O (3.032, -4.226, -0.031)
O (0.941, -3.123, -0.603)
O (0.916, -5.363, 0.368)
O (1.546, -3.453, 1.744)
C (-2.482, 0.050, 0.104)
C (-1.455, 0.913, -0.673)
C (-1.399, 2.321, -0.071)
C (-0.505, 2.406, 1.194)
C (0.895, 1.889, 0.894)
C (0.851, 0.450, 0.392)
N (-0.107, 0.415, -0.714)
O (-0.011, -0.758, -1.518)
C (2.205, 0.122, -0.210)
C (0.527, -0.467, 1.568)
C (-1.967, 1.069, -2.096)
H (-3.403, 0.613, 0.272)
H (-2.096, -0.306, 1.055)
H (-2.755, -0.840, -0.469)
H (-1.009, 3.024, -0.814)
H (-2.398, 2.643, 0.234)
H (-0.946, 1.734, 1.940)
H (-0.555, 3.420, 1.590)
H (1.519, 1.961, 1.792)
H (1.363, 2.561, 0.160)
H (2.394, 0.842, -1.020)
H (3.022, 0.155, 0.508)
H (2.183, -0.844, -0.730)
H (1.322, -0.454, 2.316)
H (-0.406, -0.186, 2.058)
H (0.441, -1.507, 1.272)
H (-2.099, 0.120, -2.623)
H (-1.270, 1.649, -2.705)
H (-2.958, 1.537, -2.064)
H (0.095, -1.558, -0.927)

---

[6]
Here is a structure of composition C9H19FN3O2S4Tm from OMol25. Energies are from the ωB97M-V functional and the def2-TZVPD basis.

Computed properties:
* HOMO-LUMO gap (alpha / beta): 4.9 / 5.0 eV
* 2S+1: 3
* ⟨S²⟩: 2.004
* HOMO energy (alpha / beta): -5.43 / -5.53 eV
* LUMO energy (alpha / beta): -0.48 / -0.48 eV

Cartesian coordinates (Å):
Tm (0.000, 0.000, 0.000)
C (0.058, 4.380, 1.975)
O (0.508, 4.139, 0.642)
C (0.412, 2.839, 0.269)
O (-0.007, 1.919, 0.953)
N (0.858, 2.680, -1.014)
N (0.831, 1.398, -1.567)
H (0.174, 5.448, 2.183)
H (0.666, 3.821, 2.694)
H (-1.000, 4.121, 2.077)
H (1.190, 3.498, -1.514)
H (1.809, 1.136, -1.827)
H (0.220, 1.422, -2.415)
C (-3.936, -1.406, 2.649)
C (-2.540, -1.902, 3.028)
S (-1.109, -1.385, 2.018)
C (-1.525, -2.032, 0.346)
C (-2.643, -1.405, -0.512)
S (-2.524, 0.393, -0.839)
C (-4.206, 0.986, -0.414)
C (-4.972, 0.412, 0.784)
S (-4.071, 0.397, 2.372)
H (-4.620, -1.646, 3.471)
H (-4.306, -1.975, 1.794)
H (-2.545, -2.997, 3.063)
H (-2.320, -1.571, 4.050)
H (-1.728, -3.103, 0.457)
H (-0.591, -1.967, -0.226)
H (-3.623, -1.678, -0.130)
H (-2.594, -1.880, -1.500)
H (-4.821, 0.848, -1.311)
H (-4.113, 2.070, -0.281)
H (-5.370, -0.579, 0.548)
H (-5.857, 1.041, 0.943)
F (0.109, -1.783, -1.164)
S (4.773, -0.859, 1.767)
C (3.146, -0.566, 1.164)
N (2.073, -0.373, 0.767)
H (0.575, 0.171, 1.913)

---

[7]
Here is a cluster of 2 separate species, C9H19N4 in total from OMol25. Energies are from the ωB97M-V functional and the def2-TZVPD basis.

Computed properties:
* HOMO-LUMO gap (alpha / beta): 7.2 / 7.2 eV
* HOMO energy (alpha / beta): -11.53 / -11.53 eV
* net charge: +1
* energy relative to the best compared isomer or geometry (same formula, charge and spin): 73.60 kcal/mol
* LUMO energy (alpha / beta): -4.34 / -4.34 eV

Cartesian coordinates (Å):
C (3.349, 1.084, 0.732)
C (2.606, -0.964, -0.038)
C (1.973, 1.513, 0.968)
C (1.111, 0.863, -0.214)
C (-2.292, 0.360, -1.437)
C (-3.237, -0.054, 1.053)
C (-1.814, -1.758, -0.005)
C (-0.810, 0.606, 0.708)
C (-1.999, -0.242, 0.059)
N (3.562, -0.096, 0.312)
N (1.503, -0.421, -0.532)
N (2.941, -2.221, -0.147)
N (0.926, 1.681, -1.358)
H (4.272, 1.672, 0.924)
H (1.584, 1.310, 1.885)
H (1.919, 2.651, 1.001)
H (-1.747, -0.313, -2.100)
H (-1.878, 1.433, -1.409)
H (-3.341, 0.311, -1.588)
H (-3.113, 0.962, 1.424)
H (-4.135, -0.306, 0.409)
H (-3.050, -0.899, 1.737)
H (-1.294, -2.039, 0.985)
H (-1.281, -1.995, -0.991)
H (-2.842, -2.116, -0.046)
H (-1.088, 1.633, 0.976)
H (-0.515, -0.102, 1.468)
H (0.786, -1.062, -0.759)
H (3.790, -2.421, 0.357)
H (2.436, -2.959, -0.640)
H (0.659, 2.657, -1.468)
H (1.021, 1.230, -2.263)

---

[8]
Here is an isolated molecule of C9H19N5O3 from OMol25. Energies are from the ωB97M-V functional and the def2-TZVPD basis.

Computed properties:
* HOMO-LUMO gap: 8.5 eV
* HOMO energy: -8.05 eV
* structure (SMILES): [H]/N=C(/N)NCCC[C@H](N)C(=O)N[C@@H](C)C(=O)O
* energy relative to the best compared isomer or geometry (same formula, charge and spin): 130.02 kcal/mol
* LUMO energy: 0.40 eV

Cartesian coordinates (Å):
C (0.274, -0.737, -0.109)
C (0.180, -0.920, -1.613)
C (-1.076, -1.196, 0.622)
C (-2.133, -0.067, 0.683)
C (-1.473, 1.156, 1.203)
C (-2.877, 2.965, 2.316)
C (2.381, -2.211, -1.914)
C (3.220, -1.224, -1.020)
C (3.164, -2.483, -3.130)
H (1.454, 0.411, 1.029)
H (1.256, 1.225, -0.482)
H (0.941, -1.341, 0.472)
H (-1.407, -2.102, 0.114)
H (-1.018, -1.523, 1.638)
H (-2.745, -0.099, -0.256)
H (-2.695, -0.489, 1.473)
H (-1.421, 0.834, 2.255)
H (-0.579, 1.280, 0.728)
H (-1.616, 3.221, 0.758)
H (-2.058, 1.946, 3.794)
H (-4.042, 4.515, 2.669)
H (-3.744, 4.280, 0.939)
H (0.716, -1.971, -3.090)
H (2.279, -3.003, -1.021)
H (2.494, -2.976, -3.767)
H (3.387, -1.529, -3.568)
H (4.041, -3.018, -2.988)
H (3.458, -0.456, 0.666)
N (0.895, 0.655, 0.250)
N (-2.091, 2.464, 1.156)
N (-2.858, 2.433, 3.543)
N (-3.461, 4.120, 1.939)
N (1.022, -1.896, -2.118)
O (-0.869, -0.632, -2.156)
O (4.102, -0.515, -1.417)
O (2.900, -1.114, 0.403)